Entry 1:
C31H21FN3O3PPb as an isolated structure in a non-equilibrium geometry, computed with ωB97M-V with the def2-TZVPD basis set.

Each line ends with the Mulliken charge.
Positions of all 61 atoms, in Å:
Pb -0.94 -0.84 -1.86  1.2590
O -8.50 0.31 -0.60  -0.5497
N -7.51 0.92 -0.28  0.9575
O -7.48 2.05 0.16  -0.5819
C -6.21 0.20 -0.43  -0.2293
C -6.30 -1.14 -0.46  -0.7811
C -5.14 -1.96 -0.56  1.1638
C -5.19 -3.36 -0.45  -0.4715
C -4.02 -4.08 -0.55  -0.8231
C -2.83 -3.40 -0.79  -0.1353
N -2.76 -2.08 -0.89  -0.3163
C -3.89 -1.35 -0.75  -0.0698
C -3.80 0.09 -0.76  -0.1305
N -2.58 0.65 -0.94  -0.1112
C -2.43 1.96 -0.87  0.0712
C -3.50 2.81 -0.60  -0.9714
C -4.75 2.28 -0.45  -0.4969
C -4.94 0.89 -0.54  0.6904
H -7.28 -1.60 -0.39  0.5800
H -6.14 -3.85 -0.29  0.4914
H -4.02 -5.16 -0.45  0.4310
H -1.90 -3.94 -0.91  0.4308
H -1.43 2.35 -1.04  0.3254
H -3.34 3.88 -0.53  0.4602
H -5.60 2.92 -0.27  0.5667
O -0.57 0.17 1.85  -0.1568
C 0.45 0.07 2.32  0.4884
C 1.68 -0.06 2.88  0.6232
C 1.85 -0.07 4.29  -0.8668
C 3.09 -0.30 4.80  -0.6811
C 4.18 -0.50 3.94  -0.6152
C 4.02 -0.49 2.56  -0.5924
C 2.79 -0.25 1.98  0.3561
P 2.47 -0.39 0.18  0.2883
C 4.09 -0.86 -0.49  -0.1696
C 4.39 -2.22 -0.49  -0.1704
C 5.59 -2.67 -1.01  -0.6648
C 6.49 -1.76 -1.55  -0.4698
C 6.18 -0.41 -1.58  -0.7113
C 4.98 0.05 -1.06  0.1300
C 2.17 1.33 -0.36  0.6612
C 1.87 1.48 -1.72  -0.7475
C 1.58 2.74 -2.23  -0.8425
C 1.57 3.84 -1.39  -0.5763
C 1.88 3.69 -0.05  -0.7377
C 2.18 2.44 0.47  -0.1475
H 0.99 0.09 4.94  0.5307
H 3.23 -0.33 5.88  0.4501
H 5.17 -0.64 4.36  0.4569
H 4.88 -0.65 1.92  0.4647
H 3.67 -2.93 -0.09  0.3719
H 5.82 -3.73 -1.00  0.4223
H 7.42 -2.11 -1.97  0.4183
H 6.88 0.30 -2.02  0.4283
H 4.74 1.11 -1.10  0.4314
H 1.91 0.62 -2.38  0.7154
H 1.37 2.85 -3.29  0.4622
H 1.35 4.83 -1.79  0.4537
H 1.92 4.56 0.60  0.4561
H 2.43 2.35 1.52  0.4669
F -2.20 -0.72 -3.47  -0.6860

Its calculated total energy is -60338.3914 eV. As for the HOMO energy: -0.5078 hartree. As for the total charge: +2.


Entry 2:
C58H44N3OP2S2TeTi as an isolated structure in a non-equilibrium geometry, computed with ωB97M-V with the def2-TZVPD basis set.

Each line ends with the Mulliken charge.
Positions of all 112 atoms, in Å:
Ti 0.32 -0.02 0.21  -2.4902
Te 3.70 -3.87 0.18  0.3051
C 4.66 -4.10 2.05  0.0475
C 5.41 -3.06 2.59  0.1164
C 5.96 -3.23 3.85  -0.5961
N 5.82 -4.34 4.58  -0.6410
C 5.10 -5.33 4.04  -0.4484
C 4.51 -5.26 2.79  -0.2452
C 2.54 -2.23 0.73  -1.9796
P 0.84 -2.38 1.10  3.4526
C 0.18 -3.90 0.35  0.3274
C -0.10 -5.05 1.08  -0.7889
C -0.46 -6.22 0.43  -0.8100
C -0.56 -6.25 -0.95  -0.7217
C -0.28 -5.11 -1.69  -0.6871
C 0.09 -3.95 -1.04  -0.4033
C 0.63 -2.71 2.88  0.6971
C -0.64 -2.77 3.46  -0.5434
C -0.79 -3.05 4.81  -0.6838
C 0.33 -3.27 5.60  -0.8584
C 1.60 -3.21 5.04  -0.6783
C 1.75 -2.93 3.68  -0.9873
P 2.78 -0.63 0.06  2.9634
C 3.75 0.35 1.27  0.7461
C 3.46 0.17 2.62  -0.9674
C 4.06 0.96 3.59  -1.2143
C 4.94 1.97 3.22  -0.7940
C 5.24 2.16 1.87  -0.7878
C 4.64 1.37 0.91  -0.5954
C 3.78 -0.64 -1.44  0.2967
C 5.16 -0.84 -1.38  -0.3543
C 5.88 -0.99 -2.56  -0.7938
C 5.24 -0.95 -3.78  -0.7934
C 3.86 -0.75 -3.85  -0.8363
C 3.14 -0.60 -2.68  -0.0162
H 5.55 -2.13 2.06  0.4275
H 6.55 -2.44 4.30  0.4214
H 4.99 -6.22 4.65  0.3827
H 3.92 -6.09 2.42  0.4185
H -0.03 -5.04 2.16  0.4424
H -0.67 -7.11 1.01  0.4438
H -0.84 -7.17 -1.45  0.4048
H -0.35 -5.13 -2.77  0.4975
H 0.35 -3.07 -1.62  0.1638
H -1.53 -2.62 2.85  0.5670
H -1.78 -3.09 5.25  0.4569
H 0.22 -3.49 6.65  0.4010
H 2.48 -3.39 5.64  0.5240
H 2.73 -2.88 3.24  0.2347
H 2.79 -0.63 2.92  0.5505
H 3.83 0.80 4.64  0.5167
H 5.40 2.59 3.97  0.4497
H 5.93 2.94 1.58  0.4467
H 4.88 1.53 -0.14  0.4853
H 5.66 -0.89 -0.43  0.3061
H 6.95 -1.15 -2.51  0.4563
H 5.81 -1.07 -4.70  0.4075
H 3.36 -0.71 -4.81  0.4848
H 2.07 -0.43 -2.72  0.0439
S -4.06 -0.91 -0.35  -0.4746
C -3.36 -1.41 -1.86  1.1090
C -4.03 -1.81 -3.02  -0.7084
C -3.26 -2.12 -4.12  -0.7459
C -1.86 -2.02 -4.07  -1.1985
C -1.22 -1.61 -2.93  0.1954
C -1.98 -1.32 -1.79  -0.8564
N -1.51 -0.91 -0.54  1.4244
C -2.50 -0.64 0.28  0.7352
C -2.21 -0.16 1.63  -0.5045
C -3.21 0.00 2.59  -0.6090
C -2.86 0.37 3.88  -1.1962
C -1.52 0.56 4.20  -0.7212
C -0.54 0.44 3.23  0.2289
C -0.87 0.10 1.92  1.4747
H -5.11 -1.87 -3.05  0.4777
H -3.75 -2.43 -5.03  0.4490
H -1.28 -2.25 -4.96  0.5349
H -0.14 -1.50 -2.91  0.3902
H -4.25 -0.17 2.34  0.4752
H -3.62 0.49 4.64  0.4034
H -1.24 0.82 5.22  0.5187
H 0.50 0.61 3.50  0.3693
C 1.61 4.82 0.78  -0.5253
C 0.64 4.29 1.61  -1.1124
C 0.34 2.94 1.53  -0.3003
N 0.98 2.11 0.70  1.0786
C 1.92 2.63 -0.11  -0.1009
C 2.26 3.97 -0.10  -1.2791
H 1.86 5.87 0.81  0.4759
H 0.09 4.91 2.30  0.5085
H -0.43 2.52 2.15  0.4719
H 2.39 1.96 -0.81  0.5688
H 3.03 4.32 -0.77  0.5852
C 2.10 6.93 -8.08  -1.0549
C 1.65 6.02 -6.96  0.7174
O 2.26 5.85 -5.95  -0.5179
S 0.10 5.20 -7.35  -0.2309
C -0.06 4.14 -5.94  0.0837
C 0.01 2.76 -6.11  -0.6985
C -0.05 1.93 -5.00  -0.4257
C -0.15 2.47 -3.72  -0.1483
C -0.26 3.85 -3.56  -0.3663
C -0.22 4.68 -4.67  -0.6089
C -0.08 1.62 -2.57  0.6108
C 0.06 0.93 -1.58  0.4649
H 2.39 7.89 -7.65  0.3036
H 1.33 7.07 -8.83  0.3744
H 2.98 6.49 -8.54  0.2836
H 0.11 2.35 -7.10  0.4343
H 0.01 0.85 -5.12  0.4767
H -0.37 4.27 -2.57  0.5352
H -0.30 5.76 -4.55  0.4543

Its calculated total energy is -138028.5875 eV. As for the HOMO energy: -0.3563 hartree. As for the total charge: +1.


Molecular weight (computed, g/mol): 740.70 1100.56